No. 1
Entry from the Open Molecules 2025 dataset: a molecular structure, C27H46BrNOP2RuS (wB97M-V/def2-TZVPD).

CARTESIAN COORDINATES (ANGSTROEM)
N1 2.72 -8.75 -1.51
C1 2.95 -8.34 -0.27
C2 2.82 -7.00 0.11
C3 2.40 -6.04 -0.85
C4 2.10 -6.53 -2.16
C5 2.30 -7.89 -2.43
C6 2.15 -4.67 -0.44
Ru1 1.22 -1.13 -0.52
P1 -4.23 3.33 0.59
C7 1.39 -3.74 -1.11
C8 0.38 -3.02 -0.37
C9 -0.56 -2.20 -1.07
C10 -1.63 -1.60 -0.35
C11 -1.61 -1.56 1.05
C12 -0.36 -1.84 1.67
C13 0.61 -2.64 1.00
Br1 -3.08 -1.09 2.07
H1 2.55 -4.41 0.55
H2 1.33 -3.69 -2.21
H3 3.04 -6.72 1.14
H4 1.76 -5.86 -2.94
H5 3.29 -9.09 0.45
H6 2.11 -8.27 -3.43
H7 -0.62 -2.40 -2.15
H8 1.42 -3.13 1.53
H9 -2.51 -1.32 -0.93
H10 -0.17 -1.59 2.71
P2 1.14 0.90 -1.32
C14 -4.32 2.07 1.92
C15 -5.76 1.80 2.37
H11 -3.72 2.46 2.75
H12 -3.84 1.14 1.57
H13 -5.77 1.13 3.23
H14 -6.25 2.74 2.66
H15 -6.36 1.34 1.58
C16 -4.04 2.44 -1.01
C17 -4.85 3.11 -2.13
H16 -4.38 1.41 -0.83
H17 -2.97 2.43 -1.25
H18 -4.93 2.44 -2.99
H19 -5.87 3.35 -1.80
H20 -4.38 4.04 -2.46
C18 -2.64 4.17 0.90
C19 -2.78 5.37 1.84
H21 -2.28 4.49 -0.08
H22 -1.95 3.41 1.30
H23 -1.86 5.97 1.82
H24 -3.61 6.02 1.54
H25 -2.95 5.04 2.88
C20 1.69 2.65 -0.99
C21 2.84 3.18 -1.85
H26 1.92 2.68 0.09
H27 0.81 3.29 -1.15
H28 3.82 2.82 -1.52
H29 2.73 2.94 -2.91
H30 2.87 4.28 -1.80
C22 -0.30 1.17 -2.39
C23 -0.27 0.29 -3.63
H31 -0.39 2.24 -2.65
H32 -1.17 0.92 -1.75
H33 0.62 0.50 -4.25
H34 -0.26 -0.77 -3.36
H35 -1.16 0.47 -4.24
C24 2.66 0.06 -2.11
C25 3.78 -0.25 -1.13
H36 2.88 0.90 -2.77
H37 2.43 -0.83 -2.71
H38 4.41 -1.07 -1.51
H39 4.42 0.62 -0.93
H40 3.38 -0.59 -0.15
C26 2.69 3.10 3.59
S1 1.66 1.61 3.57
C27 2.37 0.80 5.00
O1 2.05 0.84 2.34
H41 3.71 2.83 3.91
H42 2.23 3.81 4.29
H43 2.70 3.53 2.58
H44 2.33 1.49 5.84
H45 1.75 -0.07 5.22
H46 3.40 0.49 4.78

Properties
* lowest unoccupied orbital energy (alpha / beta): -0.4870 / -0.5138 hartree
* orbital gap (alpha / beta): 4.368 / 3.637 eV
* spin multiplicity: 5
* charge: +4
* energy relative to the best compared isomer or geometry (same formula, charge and spin): 66.1 kcal per mole
* calculated total energy: -4934.4367 Eh
* HOMO level (alpha / beta): -17.62 / -17.62 eV
* F_max: 4.01 eV/A
* ⟨S²⟩: 6.202

Here are the Mulliken charges for atoms 1 to 8, given in e: 0.084, -0.413, -0.417, 0.633, -0.275, -0.471, -0.695, 0.310

---

No. 2
Entry from the Open Molecules 2025 dataset: a molecular structure, C27H46BrNP2PdS (wB97M-V/def2-TZVPD).

CARTESIAN COORDINATES (ANGSTROEM)
N1 5.56 1.58 2.63
C1 5.43 0.34 2.14
C2 4.78 0.04 0.94
C3 4.22 1.09 0.18
C4 4.48 2.41 0.63
C5 5.11 2.58 1.86
C6 3.37 0.88 -0.99
Pd1 -1.39 1.67 -2.38
P1 -2.74 -0.44 -1.35
C7 2.55 1.84 -1.52
C8 1.54 1.64 -2.56
C9 0.62 2.69 -2.88
C10 -0.31 2.49 -3.94
C11 -0.66 1.10 -4.15
C12 0.31 0.09 -3.94
C13 1.42 0.39 -3.19
Br1 -2.22 0.77 -5.28
H1 3.36 -0.15 -1.41
H2 2.60 2.86 -1.12
H3 4.69 -1.01 0.64
H4 4.22 3.27 0.02
H5 5.85 -0.46 2.76
H6 5.27 3.59 2.24
H7 0.72 3.67 -2.41
H8 2.23 -0.31 -3.10
H9 -0.90 3.22 -4.48
H10 0.10 -0.87 -4.42
P2 -0.95 1.57 1.06
C14 -1.94 -1.85 -2.21
C15 -2.60 -2.42 -3.46
H11 -1.88 -2.63 -1.44
H12 -0.91 -1.52 -2.40
H13 -1.97 -3.22 -3.88
H14 -3.58 -2.87 -3.24
H15 -2.72 -1.67 -4.25
C16 -4.01 0.45 -2.41
C17 -5.47 0.07 -2.69
H16 -3.51 0.59 -3.41
H17 -4.02 1.44 -1.89
H18 -5.88 0.80 -3.40
H19 -5.58 -0.92 -3.14
H20 -6.09 0.14 -1.78
C18 -3.75 -1.26 -0.06
C19 -4.72 -2.33 -0.55
H21 -4.27 -0.47 0.47
H22 -3.01 -1.69 0.63
H23 -5.37 -2.66 0.27
H24 -5.38 -1.95 -1.32
H25 -4.21 -3.22 -0.92
C20 -1.32 0.68 2.64
C21 -2.71 0.09 2.84
H26 -1.12 1.38 3.46
H27 -0.56 -0.10 2.73
H28 -2.98 0.09 3.90
H29 -3.49 0.65 2.31
H30 -2.74 -0.96 2.52
C22 -2.23 2.90 1.20
C23 -2.03 4.06 0.23
H31 -2.20 3.24 2.25
H32 -3.20 2.41 1.03
H33 -2.98 4.60 0.10
H34 -1.27 4.76 0.58
H35 -1.73 3.70 -0.78
C24 0.50 2.57 1.72
C25 1.40 1.94 2.76
H36 0.09 3.52 2.10
H37 1.08 2.82 0.81
H38 2.20 2.65 3.04
H39 0.89 1.68 3.70
H40 1.89 1.04 2.37
C26 -0.05 -2.92 2.24
S1 1.28 -1.83 1.70
C27 2.35 -2.05 3.13
H41 -0.82 -2.93 1.47
H42 -0.48 -2.57 3.18
H43 0.34 -3.94 2.38
H44 1.78 -1.91 4.06
H45 2.78 -3.05 3.11
H46 3.16 -1.32 3.07

Properties
* lowest unoccupied orbital energy (alpha / beta): -0.2148 / -0.3786 hartree
* orbital gap (alpha / beta): 7.053 / 2.551 eV
* spin multiplicity: 3
* charge: +2
* energy relative to the best compared isomer or geometry (same formula, charge and spin): 0.0 kcal per mole
* calculated total energy: -4893.2322 Eh
* HOMO level (alpha / beta): -12.90 / -12.85 eV
* F_max: 3.08 eV/A
* ⟨S²⟩: 2.069

Here are the Mulliken charges for atoms 1 to 8, given in e: -0.547, -0.521, -0.396, 0.648, -0.458, -0.555, -0.426, 0.220

---

No. 3
Entry from the Open Molecules 2025 dataset: 7 unconnected molecules or ions with the total composition C27H46Cl12O7S (wB97M-V/def2-TZVPD).

CARTESIAN COORDINATES (ANGSTROEM)
C1 3.51 -1.41 0.84
C2 3.73 -0.46 -0.35
O1 2.95 -0.74 -1.52
C3 1.61 -0.75 -1.39
C4 0.95 -1.79 -1.83
C5 1.58 -3.00 -2.51
C6 2.84 -3.57 -1.82
C7 2.90 -5.14 -1.98
O2 2.74 -5.70 -0.67
C8 -0.56 -1.80 -1.71
O3 -1.14 -2.77 -1.42
C9 -1.22 -0.46 -1.94
C10 -2.55 -0.50 -2.67
C11 -3.77 -0.50 -1.73
C12 -3.92 -1.86 -0.99
C13 -5.32 -1.88 -0.31
S1 -6.58 -2.74 -1.27
O4 -7.40 -1.77 -1.93
O5 -7.41 -3.53 -0.40
O6 -5.91 -3.73 -2.35
C14 -0.59 0.60 -1.51
C15 0.74 0.36 -0.77
O7 1.00 0.95 0.19
H1 2.47 -1.71 1.00
H2 4.13 -2.31 0.84
H3 3.81 -0.85 1.75
H4 4.77 -0.58 -0.68
H5 3.67 0.58 -0.02
H6 1.73 -2.81 -3.58
H7 0.81 -3.79 -2.48
H8 2.91 -3.34 -0.76
H9 3.71 -3.17 -2.37
H10 2.06 -5.50 -2.59
H11 3.84 -5.44 -2.44
H12 2.01 -5.21 -0.28
H13 -2.58 -1.46 -3.21
H14 -2.63 0.30 -3.41
H15 -4.67 -0.38 -2.36
H16 -3.77 0.30 -0.98
H17 -3.86 -2.69 -1.70
H18 -3.17 -2.00 -0.20
H19 -5.68 -0.85 -0.19
H20 -5.29 -2.31 0.70
H21 -6.60 -4.34 -2.64
H22 -1.00 1.61 -1.67
Cl1 2.98 -8.01 -2.64
C16 2.75 -9.14 -3.99
C17 3.47 -8.70 -5.24
Cl2 2.75 -7.23 -5.95
H23 1.68 -9.24 -4.17
H24 3.13 -10.11 -3.67
H25 3.42 -9.48 -6.00
H26 4.52 -8.49 -5.03
Cl3 -1.49 0.69 4.82
C18 0.09 1.50 4.93
C19 1.07 1.14 3.84
Cl4 1.71 -0.53 3.98
H27 0.51 1.28 5.91
H28 -0.13 2.57 4.88
H29 1.93 1.80 3.93
H30 0.65 1.26 2.84
Cl5 -7.05 4.69 3.59
C20 -7.76 3.13 4.07
C21 -7.18 2.61 5.36
Cl6 -5.47 2.13 5.21
H31 -7.61 2.43 3.26
H32 -8.83 3.28 4.18
H33 -7.73 1.73 5.69
H34 -7.25 3.37 6.15
Cl7 0.35 4.68 4.41
C22 1.85 5.65 4.54
C23 2.84 5.37 3.43
Cl8 3.56 3.75 3.56
H35 2.28 5.46 5.52
H36 1.54 6.69 4.49
H37 3.66 6.08 3.49
H38 2.38 5.45 2.45
Cl9 -1.17 3.71 -1.24
C24 -1.64 4.86 -2.52
C25 -3.08 4.67 -2.94
Cl10 -3.33 3.13 -3.81
H39 -0.96 4.73 -3.36
H40 -1.50 5.86 -2.12
H41 -3.37 5.47 -3.63
H42 -3.75 4.69 -2.09
Cl11 4.91 5.75 0.81
C26 6.68 5.69 0.60
C27 7.37 5.15 1.82
Cl12 7.27 6.26 3.21
H43 7.03 6.69 0.36
H44 6.87 5.05 -0.26
H45 8.43 5.00 1.61
H46 6.95 4.19 2.13

Properties
* lowest unoccupied orbital energy: -0.0018 hartree
* orbital gap: 9.051 eV
* charge: 0
* calculated total energy: -7503.4747 Eh
* structure (SMILES): CCOC1=C(CCCO)C(=O)C(CCCCS(=O)(=O)O)=CC1=O.ClCCCl.ClCCCl.ClCCCl.ClCCCl.ClCCCl.ClCCCl
* HOMO level: -9.10 eV
* F_max: 5.05 eV/A

Here are the Mulliken charges for atoms 1 to 8, given in e: -1.031, -0.403, -0.520, 0.565, 0.789, -1.078, -0.373, -0.680